The following is a DFT calculation (the ωB97M-V functional and the def2-TZVPD basis) of C33H36ClF5InNO4PS2 as an isolated structure at a distorted geometry.

```
! wB97M-V def2-TZVPD RIJCOSX def2/J DEFGRID3
* xyz 3 1
C 0.173 -3.566 3.222
C -0.579 -2.449 2.426
Cl -0.862 -3.107 0.775
C 0.334 -1.190 2.474
N 0.260 -0.261 1.264
C -0.684 0.780 1.509
C -1.987 0.776 0.878
C -2.371 -0.349 -0.095
C -3.173 0.132 -1.354
C -4.634 -0.405 -1.350
C -5.271 -0.238 -2.769
O -5.547 -1.532 -3.288
C -4.524 -2.002 -4.087
O -4.029 -3.079 -3.877
C -2.919 1.751 1.137
C -2.600 2.839 2.024
P -3.855 4.100 2.274
C -3.139 5.683 1.569
O -5.149 3.789 1.352
C -1.333 2.892 2.682
C -1.008 4.047 3.629
C 0.036 5.008 2.961
F 0.895 5.480 3.927
C -0.435 1.881 2.429
S 1.159 1.884 3.226
C 2.174 1.250 1.896
C 3.467 1.727 1.689
S 4.214 2.969 2.720
C 4.220 1.221 0.604
O 5.462 1.769 0.437
C 3.716 0.242 -0.260
C 4.641 -0.197 -1.394
F 5.916 -0.387 -0.959
F 4.284 -1.345 -2.013
C 4.742 0.987 -2.451
F 4.893 0.439 -3.669
F 3.617 1.762 -2.354
C 2.402 -0.208 -0.030
C 1.768 -1.245 -0.974
C 2.238 -2.714 -0.730
C 2.141 -3.612 -1.947
C 2.240 -3.159 -3.277
C 2.139 -4.016 -4.348
C 1.961 -5.418 -4.171
C 1.901 -5.885 -2.845
C 1.972 -5.026 -1.777
C 1.614 0.274 1.055
H 0.943 -3.946 2.527
H 0.702 -3.144 4.088
H -0.498 -4.397 3.464
H -1.533 -2.258 2.938
H -0.004 -0.605 3.346
H 1.379 -1.467 2.676
H -2.918 -1.107 0.490
H -1.423 -0.775 -0.458
H -3.103 1.232 -1.415
H -2.680 -0.314 -2.239
H -5.207 0.130 -0.577
H -4.588 -1.483 -1.132
H -4.628 0.373 -3.429
H -6.205 0.332 -2.644
H -4.229 -1.341 -4.930
H -3.909 1.712 0.674
H -2.192 5.434 1.069
H -3.800 6.096 0.788
H -2.998 6.444 2.349
H -5.154 4.428 0.616
H -0.507 3.682 4.542
H -1.912 4.602 3.928
H 0.611 4.430 2.215
H -0.430 5.866 2.459
H 3.895 2.620 3.993
H 6.070 1.252 0.995
H 5.645 1.570 -2.213
H 1.980 -0.906 -2.011
H 0.641 -1.283 -0.905
H 3.316 -2.683 -0.474
H 1.745 -3.173 0.138
H 2.404 -2.109 -3.523
H 2.189 -3.650 -5.377
H 1.896 -6.093 -5.026
H 1.798 -6.966 -2.717
H 1.913 -5.492 -0.789
In 0.313 0.699 -1.575
*
```

Output
E in eV: -106696.1569
E_LUMO in eV: -13.77
Orbital gap in eV: 1.58